Density functional theory data (wB97M-V/def2-TZVPD) for a cluster of 2 separate species, C4H8O2 in total.

Structure (XYZ):
```
14
C4H8O2 (wB97M-V/def2-TZVPD)
O 1.97843 0.48132 0.89974
C 1.52827 -0.54831 0.44790
C 0.92868 -0.68990 -0.92825
C -0.50918 -0.62732 -0.48434
C -1.22399 0.49928 -0.43148
O -2.38720 0.65926 0.24110
H 1.38113 -1.43503 1.09943
H 1.23351 0.14393 -1.56897
H 1.18147 -1.64445 -1.40410
H -0.88508 -1.50821 0.03403
H -0.94325 1.40826 -0.95642
H -2.49414 -0.08743 0.84710
H -0.25516 1.74018 1.04250
H 0.46650 1.60843 1.16176
```

Computed properties:
Strongest force on any atom   0.89 eV Å⁻¹
SMILES   O=CC/C=C/O.[H][H]
E_LUMO   0.0269 hartree
E   -8370.1184 eV